Density functional theory data (the ωB97M-V functional and the def2-TZVPD basis) for a structure of composition C21H25CaCl4F2LiN3O7S3.

Output
**Total energy**: -147627.1684 eV
**Spin multiplicity**: 1
**LUMO**: -8.0 eV
**Charge**: +1
**Molar mass**: 754.5 g/mol
**Gap between HOMO and LUMO**: 1.45 eV

Element x y z (Å)
C1 6.04912 -0.02378 -0.35161
C2 6.40243 1.40540 0.37931
N1 7.61753 1.48362 1.03786
C3 5.43660 2.72950 0.44616
C4 3.92616 2.42056 1.07122
C5 3.75439 1.04524 1.95848
C6 2.27905 0.74904 2.62671
C7 1.08408 1.84148 2.36962
C8 1.18864 3.20740 1.46035
C9 2.68817 3.50619 0.78243
N2 0.05659 4.19173 1.24556
C10 -1.27900 3.51398 1.03318
C11 -2.34776 4.11870 -0.10245
C12 -3.81643 3.37176 -0.34690
C13 -4.29421 2.00218 0.46479
C14 -5.76429 1.25412 0.20629
C15 -7.02156 2.05879 0.91811
O1 -7.66363 3.11516 0.34705
Cl1 -7.72894 1.54868 2.59483
C16 -3.25154 1.41907 1.59042
C17 -3.53016 0.05739 2.52025
C18 -2.62989 -1.16932 1.84129
C19 -2.76224 -1.10474 0.18248
O2 -3.00768 -2.50308 2.34811
C20 -1.81965 2.17697 1.85082
S1 -0.61343 1.49785 3.16426
H1 6.91048 -0.20829 -1.15477
H2 4.97770 -0.03566 -0.85376
H3 6.17117 -0.92078 0.42643
H4 8.10872 0.56244 0.93998
H5 5.93460 3.49155 1.21871
H6 5.38938 3.30183 -0.57597
H7 4.59840 0.25329 2.16836
H8 2.01231 -0.19669 3.28178
H9 2.91490 4.46854 0.12393
H10 0.30623 4.75612 0.37931
H11 -2.09873 5.09278 -0.74414
H12 -4.55442 3.83160 -1.13041
H13 -6.03118 1.15147 -0.93349
H14 -5.77787 0.15561 0.66913
H15 -4.66632 -0.22861 2.52531
H16 -3.19031 0.27027 3.64361
H17 -1.46456 -1.04424 2.05876
H18 -2.44968 -2.16671 -0.22390
H19 -2.07858 -0.28483 -0.29775
H20 -3.91535 -0.98265 -0.09435
H21 -2.27030 -3.12590 2.01217
Li1 -1.02894 2.26629 -1.09493
O3 -6.92330 -1.04287 4.59801
H22 -7.04326 -0.32387 3.95962
H23 -6.22028 -0.72188 5.18258
N3 2.88180 -3.12121 -3.53643
S2 3.95183 -4.25962 -3.69767
O4 4.40867 -4.92911 -2.48440
O5 4.94020 -4.11634 -4.75956
F1 3.02486 -5.40745 -4.32495
S3 3.49594 -1.84498 -2.85444
O6 2.49441 -0.88823 -2.38330
O7 4.66622 -1.22916 -3.46810
F2 4.07558 -2.38740 -1.47050
C21 -0.84547 -5.39649 -4.59491
Cl2 -0.23399 -5.93659 -3.02658
Cl3 0.11201 -4.04873 -5.22095
H24 -0.79448 -6.22789 -5.30212
H25 -1.88279 -5.07281 -4.48008
Ca1 -1.32894 -8.42881 -2.74801
Cl4 0.47106 1.06210 -3.37073

***

Density functional theory data (the ωB97M-V functional and the def2-TZVPD basis) for the molecule C11H10Cl2F2.

Output
**Total energy**: -42047.2500 eV
**Structure (SMILES)**: C=C(C)c1ccccc1[C@@](F)(Cl)[C@@H](F)Cl
**Spin multiplicity**: 1
**LUMO**: 0.6 eV
**Molar mass**: 251.1 g/mol
**Gap between HOMO and LUMO**: 10.08 eV
**Energy relative to the best compared isomer or geometry (same formula, charge and spin)**: 0.387 eV

Element x y z (Å)
C1 -0.28053 -2.25636 1.83658
C2 -1.56339 -1.81393 1.67435
C3 0.77649 -1.51846 1.28416
C4 -1.83576 -0.58220 1.08007
C5 0.51969 -0.36663 0.56269
C6 -0.80574 0.12781 0.48331
C7 1.70246 0.35917 0.00195
C8 -1.29473 1.36171 -0.30151
C9 -1.82428 1.03337 -1.73621
C10 2.68286 0.95697 0.64775
C11 1.94333 0.08526 -1.58262
F1 -2.30047 1.96684 0.42313
F2 -2.57479 -0.04150 -1.79005
Cl1 0.01914 2.60183 -0.68924
Cl2 -2.76244 2.42099 -2.25739
H1 -0.16299 -3.17985 2.42937
H2 -2.43109 -2.34285 2.00081
H3 1.72849 -1.82791 1.38166
H4 -2.83837 -0.32390 1.24682
H5 -0.90213 0.90714 -2.37096
H6 3.50737 1.31699 0.00976
H7 2.56078 1.24370 1.69144
H8 2.35557 -1.05067 -1.79544
H9 2.77409 0.62110 -2.05527
H10 1.00643 0.30138 -2.17516

***

Density functional theory data (the ωB97M-V functional and the def2-TZVPD basis) for a cluster of 18 separate species, C92H98N10O44 in total.

Output
**Total energy**: -201958.9120 eV
**Spin multiplicity**: 1
**LUMO**: -1.2 eV
**Molar mass**: 2047.8 g/mol
**Gap between HOMO and LUMO**: 8.14 eV

Element x y z (Å)
C1 10.55310 -10.37581 34.99340
C2 10.70792 -11.06498 36.30586
C3 10.69615 -12.67033 36.22363
O1 11.71125 -13.07531 37.13306
C4 12.51816 -11.93922 37.37307
O2 13.53915 -12.09003 38.07418
O3 12.09402 -10.85895 36.80026
H1 11.37729 -10.66879 34.36438
H2 10.55028 -9.29624 35.06491
H3 9.58054 -10.61349 34.57625
H4 10.05916 -10.77758 37.14426
H5 10.84663 -13.01218 35.20349
H6 9.75182 -13.15224 36.55511
C5 0.30099 -7.58739 32.87191
C6 0.63880 -8.30301 31.59806
C7 1.33255 -9.66135 31.84471
O4 0.57753 -10.56640 31.08362
C8 -0.44346 -9.92499 30.53597
O5 -1.16869 -10.58256 29.84055
O6 -0.47116 -8.62099 30.84793
H7 -0.26459 -6.66523 32.68876
H8 1.21218 -7.25441 33.37381
H9 -0.29645 -8.19251 33.54840
H10 1.31222 -7.77759 30.93054
H11 1.35077 -10.03148 32.86093
H12 2.34908 -9.61116 31.47158
C9 1.91909 -6.60845 24.04053
C10 2.81833 -6.96951 25.21671
C11 3.60660 -5.81011 25.83644
O7 3.63411 -6.13736 27.21391
C12 2.58706 -6.94659 27.45890
O8 2.25382 -7.20514 28.56763
O9 1.95897 -7.31389 26.31265
H13 2.46670 -6.22958 23.17787
H14 1.17764 -5.85593 24.38904
H15 1.37820 -7.48294 23.71474
H16 3.50517 -7.82139 25.04732
H17 2.98222 -4.92252 25.77540
H18 4.62118 -5.73724 25.46435
C13 4.93580 -16.77340 31.03688
C14 5.33212 -15.43453 31.56937
C15 5.82682 -14.46902 30.44427
O10 5.55890 -13.17875 31.03663
C16 4.43940 -13.31453 31.91158
O11 3.79216 -12.43032 32.31103
O12 4.28923 -14.63225 32.18988
H19 4.11754 -16.62416 30.34331
H20 4.60403 -17.40953 31.87568
H21 5.76825 -17.30632 30.58220
H22 6.14670 -15.51966 32.27400
H23 5.24301 -14.67756 29.53275
H24 6.89042 -14.62246 30.30879
C17 8.46949 -8.53281 28.04125
C18 8.65712 -9.99785 27.50998
C19 9.93468 -10.78707 27.95456
O13 9.44615 -12.12388 28.03712
C20 8.10259 -12.08839 28.31265
O14 7.36344 -13.00284 28.47132
O15 7.67306 -10.79954 28.23665
H25 9.37453 -7.95532 27.83627
H26 8.34174 -8.54181 29.12189
H27 7.66388 -8.09924 27.45927
H28 8.44450 -10.09013 26.46231
H29 10.11823 -10.41618 28.96162
H30 10.80860 -10.73858 27.31666
C21 7.18380 -8.81911 20.87454
C22 6.61872 -8.05493 22.02403
C23 5.67261 -8.85123 22.92008
O16 5.89536 -8.24721 24.16276
C24 7.14339 -7.79051 24.17987
O17 7.79714 -7.51237 25.15211
O18 7.66509 -7.76763 22.94102
H31 6.43154 -9.20331 20.17808
H32 7.76426 -9.66537 21.25935
H33 7.94163 -8.29522 20.30652
H34 6.13555 -7.12885 21.72715
H35 5.94257 -9.90880 22.98464
H36 4.62503 -8.69155 22.64229
C25 2.17227 -12.93216 35.11912
C26 3.32505 -12.67742 36.13270
C27 4.30965 -13.90015 36.31281
O19 5.33714 -13.57814 35.36707
C28 5.37440 -12.26573 35.21754
O20 6.29488 -11.65850 34.72400
O21 4.26013 -11.69410 35.57939
H37 1.38445 -13.51591 35.62287
H38 2.55888 -13.43789 34.24897
H39 1.77663 -11.94057 34.84885
H40 2.97156 -12.41759 37.12059
H41 3.85957 -14.85340 36.01086
H42 4.75913 -13.79512 37.28934
C29 3.79319 -3.09400 35.47162
C30 2.64509 -3.60465 34.55476
C31 1.75412 -4.69336 35.24656
O22 0.41509 -4.37086 34.81954
C32 0.48747 -3.16579 34.17384
O23 -0.47895 -2.67772 33.66755
O24 1.71026 -2.60707 34.21774
H43 3.41370 -2.96444 36.48918
H44 4.22424 -2.20845 35.00237
H45 4.55117 -3.84972 35.52522
H46 3.04195 -4.03086 33.62460
H47 1.76986 -4.65017 36.34085
H48 1.99893 -5.73321 34.95431
C33 3.72312 -5.33388 43.22574
C34 4.40337 -4.35802 42.49790
C35 4.32149 -4.38778 41.11690
C36 3.47497 -5.29429 40.56993
C37 2.78021 -6.29928 41.25713
C38 2.94895 -6.30152 42.62252
N1 3.38282 -5.26223 39.11959
O25 2.68801 -6.09550 38.57105
O26 4.08948 -4.44642 38.53779
H49 3.83242 -5.38614 44.31455
H50 4.90704 -3.53394 42.98700
H51 4.69957 -3.53325 40.55528
H52 2.21992 -7.10547 40.77231
H53 2.45504 -6.96502 43.28625
C39 8.20923 -13.23615 32.63950
C40 8.49390 -14.30516 33.45671
C41 9.41562 -15.22772 33.05046
C42 9.99750 -15.08177 31.81358
C43 9.78963 -13.97924 30.97140
C44 8.88677 -13.01855 31.40496
N2 10.93208 -16.08069 31.48474
O27 11.65802 -15.83272 30.51416
O28 11.06004 -17.01957 32.24072
H54 7.48160 -12.50837 32.91631
H55 8.03110 -14.36530 34.44211
H56 9.72448 -16.06966 33.69020
H57 10.30875 -13.90060 30.03157
H58 8.69672 -12.14265 30.77593
C45 6.91031 -3.05782 24.83691
C46 7.39534 -4.30566 25.19604
C47 7.08011 -4.87383 26.45102
C48 6.29211 -4.12606 27.32123
C49 5.71375 -2.91224 27.00111
C50 6.08406 -2.40766 25.74111
N3 5.95979 -4.74951 28.51844
O29 5.18958 -4.19821 29.25611
O30 6.37960 -5.87638 28.70075
H59 7.15775 -2.51413 23.94088
H60 8.13958 -4.78331 24.54623
H61 7.50127 -5.80292 26.77268
H62 5.11616 -2.34462 27.70677
H63 5.72299 -1.40323 25.56799
C51 5.06500 0.68117 28.95602
C52 6.17439 1.16976 29.63063
C53 6.52611 0.42580 30.77668
C54 5.72538 -0.64168 31.17598
C55 4.59464 -1.07432 30.53957
C56 4.28395 -0.38956 29.34746
N4 6.16514 -1.38474 32.33721
O31 7.12346 -0.96500 32.96103
O32 5.58171 -2.47268 32.61270
H64 4.79888 1.11106 27.99180
H65 6.79883 1.97431 29.23432
H66 7.45150 0.61516 31.29872
H67 4.00422 -1.89907 30.89108
H68 3.44476 -0.66800 28.69596
C57 6.65038 -6.53649 35.57005
C58 5.75544 -6.41577 36.60967
C59 5.67383 -7.40498 37.58191
C60 6.43680 -8.56132 37.38487
C61 7.30941 -8.73346 36.31047
C62 7.43616 -7.66583 35.39897
N5 6.34903 -9.55458 38.43123
O33 5.36782 -9.54624 39.13926
O34 7.21249 -10.39660 38.52339
H69 6.73463 -5.72578 34.86088
H70 5.20908 -5.50377 36.64241
H71 5.13872 -7.30294 38.51297
H72 8.00081 -9.57360 36.24922
H73 8.11932 -7.75639 34.57225
C63 4.25379 -11.84224 28.17715
C64 4.62901 -11.57228 26.83149
C65 3.77156 -10.91392 25.95135
C66 2.51146 -10.58786 26.39710
C67 2.10306 -10.83483 27.70252
C68 2.99974 -11.42028 28.61057
N6 1.60551 -10.06661 25.50199
O35 0.47206 -9.81943 25.78977
O36 1.95321 -9.92684 24.34697
H74 4.97165 -12.26224 28.85834
H75 5.61220 -11.89823 26.49184
H76 3.95365 -10.71951 24.90936
H77 1.11228 -10.55277 28.01229
H78 2.62175 -11.65029 29.60200
C69 8.12090 -4.69659 32.72826
C70 9.37662 -4.94659 33.25295
C71 9.99748 -6.15995 32.99936
C72 9.22313 -7.13502 32.31693
C73 7.94416 -6.90994 31.84895
C74 7.38078 -5.62302 32.00563
N7 9.83450 -8.42840 32.07911
O37 9.26996 -9.28398 31.38819
O38 10.91501 -8.58472 32.62585
H79 7.65845 -3.76455 33.03003
H80 9.91346 -4.20405 33.83322
H81 11.00553 -6.42462 33.32000
H82 7.47440 -7.74650 31.38087
H83 6.42546 -5.34448 31.56862
C75 5.90640 -10.00572 30.98767
C76 5.99500 -9.96001 32.37260
C77 5.24960 -9.02287 33.05579
C78 4.53064 -8.09189 32.27265
C79 4.52860 -8.05874 30.90354
C80 5.23174 -9.06184 30.20533
N8 3.80191 -7.11929 32.95876
O39 3.39454 -6.14446 32.36994
O40 3.58919 -7.39231 34.16694
H84 6.50354 -10.73770 30.42322
H85 6.66993 -10.63271 32.91596
H86 5.21368 -9.05091 34.13872
H87 3.87776 -7.37701 30.34518
H88 5.31115 -9.15150 29.12575
C81 1.44730 -3.71563 31.04322
C82 1.02999 -2.37642 31.08020
C83 -0.31302 -2.05886 30.76629
C84 -1.12534 -3.06938 30.36432
C85 -0.70363 -4.41314 30.35960
C86 0.58795 -4.74323 30.74077
N9 -2.42401 -2.77047 29.84710
O41 -2.82521 -1.60180 29.91095
O42 -3.08124 -3.71659 29.43663
H89 2.47936 -3.86747 31.25172
H90 1.80567 -1.63670 31.32657
H91 -0.68535 -1.03313 30.93694
H92 -1.39538 -5.22338 30.08258
H93 1.00779 -5.73620 30.58394
C87 1.63681 -9.40194 36.21517
C88 2.53428 -9.08732 37.24892
C89 2.27655 -9.50586 38.54009
C90 1.09941 -10.20736 38.80887
C91 0.18135 -10.48771 37.82375
C92 0.49081 -10.09870 36.51139
N10 0.75633 -10.55881 40.15451
O43 1.54941 -10.28957 41.06137
O44 -0.35744 -11.03238 40.38529
H94 1.77836 -9.08450 35.19642
H95 3.50206 -8.63431 37.05032
H96 3.10974 -9.50954 39.24868
H97 -0.61884 -11.21628 38.00624
H98 -0.13238 -10.48720 35.68130